Entry 1:
This record from the Open Molecules 2025 dataset describes a 17-piece molecular cluster, C51H136O51S17 overall. The level of theory is ωB97M-V with the def2-TZVPD basis set.

Output
**HOMO energy**: -10.398 eV
**Total charge**: 0
**Orbital gap**: 10.372 eV
**Energy above the lowest of the compared OMol25 structures with the same formula, charge and spin**: 0.0 kcal/mol

Each line ends with the Löwdin charge.
Positions of all 255 atoms, in Å:
O1 0.953 -4.338 3.062  -0.235
S1 -0.231 -4.247 3.804  0.544
O2 -1.138 -3.157 3.676  -0.278
O3 -1.078 -5.511 3.358  -0.252
C1 -2.433 -5.681 3.839  -0.272
C2 -2.992 -6.944 3.276  -0.049
C3 0.054 -4.718 5.494  -0.092
H1 -3.062 -4.796 3.717  0.073
H2 -2.395 -5.752 4.944  0.108
H3 -2.368 -7.821 3.468  0.088
H4 -3.075 -6.909 2.187  0.079
H5 -3.968 -7.158 3.712  0.089
H6 0.652 -3.958 5.978  0.053
H7 0.509 -5.700 5.402  0.087
H8 -0.881 -4.856 6.025  0.050
O4 -4.669 0.806 -0.066  -0.273
S2 -4.818 1.749 0.995  0.564
O5 -3.913 1.743 2.073  -0.240
O6 -4.821 3.244 0.418  -0.253
C4 -5.816 3.569 -0.551  -0.270
C5 -5.316 4.784 -1.313  -0.048
C6 -6.517 1.674 1.504  -0.094
H9 -6.715 3.866 -0.006  0.119
H10 -6.062 2.775 -1.257  0.122
H11 -5.710 4.815 -2.330  0.080
H12 -4.233 4.703 -1.460  0.072
H13 -5.511 5.721 -0.798  0.081
H14 -6.660 0.737 2.031  0.076
H15 -7.160 1.769 0.636  0.065
H16 -6.687 2.579 2.085  0.086
O7 2.379 -3.385 -0.161  -0.253
S3 3.627 -4.039 -0.072  0.526
O8 3.695 -5.368 0.397  -0.233
O9 4.400 -3.881 -1.426  -0.288
C7 5.565 -4.686 -1.717  -0.232
C8 6.419 -3.961 -2.741  -0.026
C9 4.702 -2.994 0.906  -0.101
H17 5.167 -5.627 -2.110  0.127
H18 6.104 -4.990 -0.813  0.117
H19 7.431 -4.350 -2.771  0.090
H20 6.441 -2.909 -2.442  0.069
H21 5.949 -4.061 -3.717  0.054
H22 5.676 -3.456 0.755  0.061
H23 4.312 -2.926 1.913  0.065
H24 4.794 -1.993 0.487  0.062
O10 -5.081 0.754 4.791  -0.255
S4 -4.020 -0.118 5.132  0.566
O11 -3.240 0.229 6.290  -0.290
O12 -4.709 -1.519 5.378  -0.239
C10 -3.829 -2.546 5.897  -0.254
C11 -4.545 -3.865 5.908  -0.034
C12 -2.891 -0.490 3.813  -0.112
H25 -3.553 -2.201 6.890  0.100
H26 -2.960 -2.554 5.238  0.089
H27 -5.524 -3.627 6.329  0.093
H28 -4.003 -4.525 6.575  0.086
H29 -4.687 -4.209 4.891  0.066
H30 -2.030 -0.987 4.255  0.050
H31 -2.523 0.464 3.433  0.046
H32 -3.298 -1.015 2.963  0.029
O13 0.528 -4.108 -4.622  -0.256
S5 1.826 -3.772 -4.165  0.550
O14 2.665 -4.790 -3.675  -0.248
O15 2.529 -3.109 -5.406  -0.235
C13 3.910 -2.729 -5.257  -0.248
C14 4.785 -3.673 -6.042  -0.067
C15 1.627 -2.432 -3.024  -0.104
H33 4.276 -2.857 -4.227  0.090
H34 4.118 -1.699 -5.544  0.122
H35 5.838 -3.403 -5.913  0.077
H36 4.569 -3.650 -7.110  0.085
H37 4.691 -4.704 -5.695  0.082
H38 0.904 -2.661 -2.249  0.052
H39 1.314 -1.538 -3.558  0.056
H40 2.585 -2.202 -2.560  0.048
O16 -0.762 -1.654 -0.484  -0.286
S6 0.142 -0.635 -0.039  0.593
O17 1.227 -0.192 -0.847  -0.255
O18 -0.701 0.645 0.410  -0.241
C16 -1.553 1.227 -0.611  -0.221
C17 -0.733 2.021 -1.640  -0.062
C18 0.761 -1.023 1.587  -0.095
H41 -2.301 1.899 -0.211  0.080
H42 -2.098 0.439 -1.148  0.098
H43 -1.413 2.607 -2.264  0.037
H44 -0.126 1.377 -2.269  0.071
H45 -0.116 2.735 -1.093  0.057
H46 0.005 -0.961 2.356  0.052
H47 1.487 -0.226 1.752  0.050
H48 1.342 -1.935 1.480  0.055
O19 2.787 6.507 -2.533  -0.275
S7 3.658 5.386 -2.624  0.552
O20 5.016 5.535 -2.970  -0.248
O21 3.573 4.587 -1.259  -0.231
C19 2.282 4.300 -0.728  -0.267
C20 2.445 3.297 0.405  -0.049
C21 2.893 4.248 -3.731  -0.124
H49 1.618 3.911 -1.498  0.076
H50 1.783 5.202 -0.357  0.124
H51 1.511 3.013 0.889  0.067
H52 3.144 3.648 1.165  0.078
H53 2.878 2.384 -0.014  0.071
H54 2.938 4.661 -4.735  0.085
H55 1.850 4.097 -3.468  0.034
H56 3.413 3.301 -3.639  0.072
O22 -2.696 -1.719 -5.266  -0.273
S8 -2.092 -1.345 -4.023  0.591
O23 -0.819 -0.727 -3.961  -0.267
O24 -3.128 -0.371 -3.279  -0.267
C22 -3.713 0.676 -4.087  -0.226
C23 -3.035 2.003 -3.897  -0.070
C24 -2.282 -2.747 -2.953  -0.084
H57 -4.733 0.683 -3.701  0.123
H58 -3.784 0.391 -5.135  0.117
H59 -3.479 2.777 -4.525  0.071
H60 -1.972 1.946 -4.165  0.086
H61 -3.021 2.344 -2.857  0.070
H62 -2.403 -2.365 -1.946  0.037
H63 -1.488 -3.457 -3.164  0.060
H64 -3.229 -3.189 -3.254  0.084
O25 0.508 -0.571 -9.213  -0.270
S9 1.021 -1.363 -8.149  0.563
O26 1.923 -2.412 -8.426  -0.255
O27 1.689 -0.413 -7.045  -0.271
C25 1.171 0.924 -6.917  -0.252
C26 1.508 1.373 -5.498  -0.047
C27 -0.263 -2.012 -7.098  -0.107
H65 0.076 0.893 -7.025  0.113
H66 1.529 1.564 -7.726  0.121
H67 2.577 1.279 -5.299  0.074
H68 0.997 0.667 -4.839  0.055
H69 1.130 2.370 -5.270  0.069
H70 -0.988 -1.207 -7.022  0.052
H71 0.195 -2.112 -6.127  0.032
H72 -0.636 -2.885 -7.615  0.087
O28 4.484 1.292 1.785  -0.256
S10 4.446 0.478 2.943  0.549
O29 3.571 -0.623 3.044  -0.262
O30 5.957 -0.066 3.056  -0.261
C28 6.271 -0.976 4.163  -0.247
C29 7.028 -2.188 3.633  -0.059
C30 4.429 1.499 4.414  -0.088
H73 5.406 -1.333 4.728  0.114
H74 6.957 -0.481 4.862  0.123
H75 7.125 -2.931 4.434  0.089
H76 8.025 -1.930 3.281  0.082
H77 6.498 -2.713 2.844  0.047
H78 5.299 2.136 4.375  0.080
H79 4.451 0.803 5.246  0.065
H80 3.466 2.004 4.344  0.055
O31 7.389 -0.668 -5.492  -0.245
S11 6.849 0.225 -4.551  0.559
O32 5.533 0.743 -4.690  -0.279
O33 6.884 -0.458 -3.117  -0.260
C31 6.266 0.228 -2.055  -0.281
C32 4.856 -0.262 -1.860  -0.058
C33 8.019 1.562 -4.311  -0.087
H81 6.196 1.318 -2.191  0.122
H82 6.894 0.122 -1.172  0.129
H83 4.804 -1.360 -1.962  0.059
H84 4.197 0.060 -2.671  0.076
H85 4.385 -0.047 -0.905  0.072
H86 8.845 1.257 -4.941  0.067
H87 8.286 1.667 -3.268  0.066
H88 7.505 2.468 -4.605  0.070
O34 -1.217 -3.477 8.072  -0.261
S12 -0.480 -2.268 8.088  0.532
O35 0.833 -2.230 8.630  -0.260
O36 -0.427 -1.657 6.640  -0.267
C34 0.363 -0.464 6.403  -0.237
C35 1.536 -0.876 5.569  -0.051
C36 -1.494 -1.062 8.931  -0.098
H89 0.674 -0.029 7.356  0.120
H90 -0.175 0.318 5.881  0.089
H91 2.095 -1.703 6.013  0.091
H92 2.205 -0.060 5.321  0.052
H93 1.161 -1.296 4.628  0.077
H94 -2.406 -0.932 8.362  0.044
H95 -0.946 -0.124 8.988  0.070
H96 -1.636 -1.423 9.945  0.076
O37 -0.108 1.513 3.314  -0.245
S13 0.132 2.573 4.222  0.553
O38 1.038 2.434 5.306  -0.268
O39 0.614 3.823 3.366  -0.289
C37 1.175 4.956 4.078  -0.228
C38 0.349 6.174 3.653  -0.050
C39 -1.435 3.276 4.725  -0.068
H97 2.214 5.088 3.790  0.123
H98 1.037 4.831 5.151  0.110
H99 0.438 6.294 2.571  0.083
H100 0.839 7.056 4.079  0.090
H101 -0.684 6.087 3.958  0.056
H102 -2.139 2.482 4.960  0.059
H103 -1.811 4.006 4.018  0.061
H104 -1.179 3.815 5.641  0.078
O40 -1.194 7.131 -1.741  -0.238
S14 -0.945 6.392 -2.915  0.556
O41 -0.294 5.132 -2.852  -0.269
O42 -2.322 6.155 -3.675  -0.231
C40 -2.295 5.195 -4.724  -0.304
C41 -3.414 5.416 -5.701  -0.060
C42 -0.160 7.490 -4.055  -0.095
H105 -2.304 4.164 -4.353  0.071
H106 -1.347 5.204 -5.281  0.118
H107 -3.366 4.706 -6.523  0.087
H108 -3.374 6.431 -6.110  0.086
H109 -4.411 5.350 -5.256  0.080
H110 -0.792 8.370 -4.103  0.080
H111 -0.151 7.032 -5.043  0.068
H112 0.864 7.658 -3.733  0.063
O43 -2.822 -5.572 -1.104  -0.263
S15 -1.515 -6.018 -0.787  0.548
O44 -1.262 -7.315 -0.292  -0.256
O45 -0.650 -5.775 -2.099  -0.276
C43 0.252 -6.820 -2.575  -0.226
C44 1.531 -6.824 -1.783  -0.078
C45 -0.690 -4.790 0.180  -0.107
H113 0.418 -6.570 -3.624  0.109
H114 -0.241 -7.795 -2.593  0.119
H115 2.179 -7.608 -2.199  0.096
H116 1.400 -7.148 -0.750  0.080
H117 2.083 -5.895 -1.825  0.035
H118 0.263 -5.160 0.541  0.068
H119 -1.348 -4.395 0.947  0.052
H120 -0.485 -3.975 -0.512  0.044
O46 -2.893 8.705 2.094  -0.248
S16 -3.584 7.518 2.425  0.552
O47 -4.798 7.099 1.820  -0.269
O48 -2.596 6.273 2.312  -0.275
C46 -2.393 5.779 0.965  -0.242
C47 -1.661 4.454 0.874  -0.030
C48 -3.793 7.463 4.174  -0.119
H121 -1.894 6.520 0.340  0.095
H122 -3.367 5.667 0.480  0.087
H123 -1.618 4.238 -0.196  0.072
H124 -2.281 3.748 1.430  0.070
H125 -0.619 4.422 1.184  0.066
H126 -4.661 8.087 4.402  0.076
H127 -2.983 7.978 4.681  0.072
H128 -4.001 6.444 4.473  0.071
O49 -5.458 -1.912 2.328  -0.260
S17 -4.831 -2.932 1.553  0.554
O50 -4.615 -4.210 2.083  -0.236
O51 -5.679 -3.153 0.247  -0.218
C49 -5.945 -2.032 -0.605  -0.281
C50 -6.902 -2.414 -1.697  -0.052
C51 -3.305 -2.289 0.932  -0.113
H129 -5.062 -1.550 -1.034  0.101
H130 -6.373 -1.284 0.077  0.105
H131 -7.805 -2.855 -1.260  0.086
H132 -6.469 -3.190 -2.328  0.085
H133 -7.240 -1.547 -2.254  0.079
H134 -2.631 -2.198 1.780  0.050
H135 -3.572 -1.293 0.569  0.057
H136 -2.860 -2.876 0.142  0.048

***

Entry 2:
This record from the Open Molecules 2025 dataset describes one molecule with the formula C6H8OS. The level of theory is ωB97M-V with the def2-TZVPD basis set.

Output
**HOMO energy**: -8.576 eV
**Total charge**: 0
**Orbital gap**: 9.438 eV
**Energy above the lowest of the compared OMol25 structures with the same formula, charge and spin**: 124.5 kcal/mol

Each line ends with the Löwdin charge.
Positions of all 16 atoms, in Å:
C1 1.732 -1.681 0.976  -0.008
C2 1.447 -1.200 -0.242  -0.225
C3 0.124 -1.021 -0.818  -0.544
O1 0.118 0.346 -1.256  -0.147
C4 -0.296 1.163 -0.256  -0.365
C5 -1.504 2.051 0.298  0.023
C6 -1.630 0.516 0.056  -0.481
S1 -1.162 -1.184 0.538  0.928
H1 0.872 -1.876 1.622  0.013
H2 2.758 -1.533 1.284  0.059
H3 2.281 -0.706 -0.898  0.152
H4 0.009 -1.583 -1.815  0.157
H5 0.460 1.136 0.580  0.145
H6 -1.093 2.459 1.247  0.111
H7 -2.012 2.696 -0.388  0.084
H8 -2.104 0.416 -0.929  0.100

***

Entry 3:
This record from the Open Molecules 2025 dataset describes a 2-piece molecular cluster, C4H6N2O overall. The level of theory is ωB97M-V with the def2-TZVPD basis set.

Output
**HOMO energy (alpha / beta)**: -8.127 / -8.656 eV
**Total charge**: 0
**Orbital gap (alpha / beta)**: 6.110 / 8.469 eV
**Energy above the lowest of the compared OMol25 structures with the same formula, charge and spin**: 186.3 kcal/mol

Each line ends with the Löwdin charge.
Positions of all 13 atoms, in Å:
N1 -1.025 1.001 1.383  0.052
C1 -0.402 0.341 0.343  -0.350
C2 0.698 -0.686 0.214  -0.428
O1 1.770 -0.521 1.084  -0.013
C3 0.882 -1.091 -1.218  0.023
C4 -0.213 -0.473 -1.792  -0.141
N2 -0.864 0.401 -0.906  0.104
H1 -0.159 2.684 1.646  0.149
H2 -1.111 0.349 2.200  0.072
H3 2.559 -0.775 0.587  0.096
H4 0.140 -1.643 0.408  0.175
H5 -0.606 -0.566 -2.802  0.095
H6 -1.668 0.978 -1.148  0.165

***

Entry 4:
This record from the Open Molecules 2025 dataset describes a 2-piece molecular cluster, C5H14N2O overall. The level of theory is ωB97M-V with the def2-TZVPD basis set.

Output
**HOMO energy**: -9.001 eV
**Total charge**: 0
**Orbital gap**: 9.944 eV
**Energy above the lowest of the compared OMol25 structures with the same formula, charge and spin**: 70.6 kcal/mol

Each line ends with the Löwdin charge.
Positions of all 22 atoms, in Å:
C1 -2.191 -0.822 -1.130  -0.008
C2 -1.857 0.284 -0.455  -0.190
C3 -1.151 0.216 0.851  -0.169
C4 0.273 -0.450 0.733  -0.335
N1 0.272 -1.580 1.772  0.006
C5 1.433 0.488 1.183  -0.245
N2 2.186 0.845 -0.046  -0.008
H1 -1.757 -1.745 -0.745  0.062
H2 -2.622 -0.926 -2.116  0.051
H3 -1.862 1.292 -0.861  0.096
H4 -1.083 1.154 1.397  0.102
H5 -1.694 -0.422 1.558  0.102
H6 0.644 -0.820 -0.222  0.115
H7 0.882 -2.244 1.294  0.064
H8 -0.590 -2.061 1.988  0.049
H9 2.059 -0.123 1.854  0.101
H10 1.144 1.323 1.833  0.104
H11 3.156 1.034 0.161  0.055
H12 1.736 1.666 -0.421  0.054
O1 0.132 1.246 -2.749  -0.081
H13 -0.129 0.314 -2.720  0.022
H14 1.019 1.331 -3.160  0.053